Entry 1:
{"formula": "C2H2O3", "method": "ωB97M-V/def2-TZVPD", "symbols": ["C", "C", "O", "O", "O", "H", "H"], "coordinates": [[0.846, -0.159, 0.000], [-0.635, 0.532, -0.029], [0.512, -1.408, 0.033], [-1.700, 0.238, -0.723], [-1.676, 0.324, 0.726], [1.336, 0.213, -0.915], [1.316, 0.259, 0.907]], "mulliken_charge": [-0.126, 0.314, -0.272, -0.237, -0.239, 0.283, 0.277], "homo_ev": [-7.7, -10.9], "multiplicity": 3, "s_squared": 2.006, "homo_lumo_gap_ev": [8.555, 8.313]}

---

Entry 2:
{"formula": "C47H34BF2N3NbO2S2", "method": "ωB97M-V/def2-TZVPD", "symbols": ["Nb", "O", "C", "C", "C", "C", "C", "C", "C", "C", "C", "O", "C", "C", "C", "C", "C", "C", "C", "C", "C", "C", "C", "C", "N", "C", "C", "C", "C", "C", "C", "C", "C", "C", "C", "C", "C", "H", "H", "H", "H", "H", "H", "H", "H", "H", "H", "H", "H", "H", "H", "H", "H", "H", "H", "H", "H", "H", "H", "H", "H", "H", "H", "H", "S", "C", "C", "C", "C", "N", "C", "C", "C", "S", "C", "N", "H", "H", "C", "C", "C", "C", "C", "C", "H", "H", "H", "H", "H", "F", "B", "F"], "coordinates": [[-0.786, 0.432, -0.112], [-0.899, -0.503, 1.531], [-0.810, -1.559, 2.575], [-0.926, -2.940, 1.885], [0.059, -3.438, 0.857], [0.480, -4.792, 0.858], [1.202, -5.276, -0.213], [1.577, -4.375, -1.195], [1.197, -3.008, -1.092], [1.660, -1.991, -2.143], [1.980, -0.533, -1.621], [0.739, 0.071, -1.199], [3.026, -0.516, -0.480], [3.885, -1.592, -0.279], [4.768, -1.616, 0.778], [4.797, -0.597, 1.706], [3.957, 0.505, 1.513], [3.103, 0.564, 0.418], [2.563, 0.308, -2.838], [1.918, 1.488, -3.293], [2.490, 2.262, -4.272], [3.700, 1.895, -4.862], [4.308, 0.721, -4.449], [3.732, -0.076, -3.493], [0.426, -2.558, -0.088], [0.421, -1.302, 3.437], [0.619, 0.019, 3.876], [1.807, 0.408, 4.515], [2.803, -0.532, 4.782], [2.563, -1.854, 4.424], [1.421, -2.229, 3.718], [-2.020, -1.551, 3.602], [-3.198, -0.813, 3.389], [-4.249, -0.883, 4.305], [-4.128, -1.641, 5.469], [-2.997, -2.423, 5.649], [-1.974, -2.394, 4.730], [-1.922, -3.036, 1.424], [-0.855, -3.647, 2.762], [0.237, -5.405, 1.705], [1.499, -6.326, -0.278], [2.200, -4.673, -2.033], [0.991, -1.967, -3.021], [2.624, -2.406, -2.503], [3.893, -2.467, -0.908], [5.451, -2.456, 0.856], [5.395, -0.692, 2.604], [3.950, 1.338, 2.216], [2.539, 1.464, 0.263], [0.964, 1.781, -2.880], [1.976, 3.161, -4.598], [4.198, 2.534, -5.589], [5.255, 0.420, -4.898], [4.290, -0.955, -3.156], [-0.138, 0.757, 3.671], [1.942, 1.436, 4.812], [3.740, -0.234, 5.245], [3.281, -2.609, 4.708], [1.351, -3.279, 3.429], [-3.274, -0.181, 2.535], [-5.139, -0.336, 4.074], [-4.875, -1.604, 6.239], [-2.886, -3.011, 6.539], [-1.106, -3.019, 4.922], [0.169, 2.746, 0.190], [-1.137, 3.627, -0.631], [-0.895, 4.798, -1.378], [-1.946, 5.570, -1.853], [-1.689, 6.670, -2.680], [-1.570, 7.600, -3.388], [-3.274, 5.216, -1.545], [-3.505, 4.102, -0.768], [-2.476, 3.293, -0.351], [-2.959, 1.831, 0.509], [-4.399, 5.920, -1.985], [-5.406, 6.447, -2.298], [0.117, 5.052, -1.621], [-4.509, 3.830, -0.476], [-3.383, 2.143, -4.336], [-2.141, 1.516, -4.367], [-1.755, 0.654, -3.347], [-2.588, 0.421, -2.221], [-3.902, 0.990, -2.282], [-4.218, 1.939, -3.233], [-3.705, 2.758, -5.153], [-1.477, 1.658, -5.211], [-0.823, 0.109, -3.429], [-4.640, 0.648, -1.558], [-5.152, 2.479, -3.138], [-1.704, -1.995, -1.959], [-2.430, -0.959, -1.465], [-3.399, -1.333, -0.558]], "mulliken_charge": [-1.051, 0.202, 1.885, -1.497, 0.211, -0.807, -1.006, -0.917, 0.138, -1.495, 1.574, 1.726, -0.226, -0.034, -1.041, -0.625, -0.700, -0.100, -0.073, 0.231, -1.221, -0.561, -0.972, -0.332, 0.837, -0.408, -0.191, -0.902, -0.476, -0.972, 0.247, -0.142, -0.265, -1.011, -0.465, -0.913, -0.520, 0.509, 0.404, 0.512, 0.375, 0.484, 0.605, 0.608, 0.314, 0.389, 0.420, 0.407, 0.530, 0.268, 0.467, 0.378, 0.370, 0.274, 0.494, 0.453, 0.438, 0.391, 0.291, 0.531, 0.466, 0.398, 0.400, 0.315, -0.379, 0.766, -0.830, 0.410, -0.115, -0.628, 0.605, -1.323, 0.776, -0.578, -0.091, -0.630, 0.582, 0.512, -0.692, -0.438, -0.140, 0.817, -0.915, -0.436, 0.414, 0.438, -0.008, 0.307, 0.430, -0.180, 1.027, -0.321], "homo_ev": [-3.8, -3.8], "total_charge": -1, "homo_lumo_gap_ev": [5.974, 5.975]}

---

Entry 3:
{"formula": "C23H23HfN6O7S", "method": "ωB97M-V/def2-TZVPD", "symbols": ["Hf", "N", "C", "S", "N", "N", "C", "C", "C", "C", "C", "C", "C", "C", "C", "C", "C", "C", "N", "H", "H", "H", "H", "H", "H", "H", "H", "H", "H", "H", "N", "C", "C", "O", "O", "H", "H", "H", "H", "O", "C", "O", "C", "C", "C", "C", "C", "C", "N", "O", "O", "H", "H", "H", "H", "C", "O", "H", "H", "H", "H"], "coordinates": [[-1.253, 0.614, 0.409], [0.611, -2.827, 2.200], [-0.185, -2.093, 1.405], [-1.547, -1.304, 2.109], [0.106, -2.056, 0.115], [-0.616, -1.212, -0.623], [-0.641, -1.321, -1.928], [0.171, -2.298, -2.679], [1.555, -2.349, -2.495], [2.321, -3.249, -3.215], [1.727, -4.110, -4.124], [0.353, -4.084, -4.292], [-0.420, -3.196, -3.567], [-1.595, -0.433, -2.589], [-1.893, -0.523, -3.955], [-2.967, 0.182, -4.466], [-3.685, 1.011, -3.614], [-3.247, 1.150, -2.305], [-2.227, 0.463, -1.792], [0.273, -3.062, 3.118], [1.303, -3.426, 1.776], [2.030, -1.678, -1.795], [3.389, -3.287, -3.070], [2.325, -4.809, -4.688], [-0.121, -4.763, -4.985], [-1.494, -3.229, -3.664], [-1.309, -1.164, -4.595], [-3.254, 0.082, -5.503], [-4.562, 1.539, -3.952], [-3.770, 1.817, -1.628], [-1.486, 2.935, 0.074], [-2.578, 3.276, 1.011], [-3.632, 2.133, 0.983], [-4.806, 2.378, 1.064], [-3.100, 0.962, 0.817], [-0.705, 3.570, 0.246], [-1.806, 3.122, -0.881], [-3.073, 4.222, 0.760], [-2.175, 3.334, 2.029], [-0.522, 1.518, 2.274], [0.563, 0.917, 2.071], [0.769, 0.492, 0.890], [1.553, 0.674, 3.134], [2.622, -0.197, 2.912], [3.554, -0.415, 3.910], [3.440, 0.234, 5.131], [2.364, 1.086, 5.344], [1.411, 1.305, 4.364], [2.219, 1.766, 6.625], [1.369, 2.620, 6.696], [2.962, 1.431, 7.513], [2.689, -0.703, 1.961], [4.372, -1.098, 3.746], [4.171, 0.086, 5.915], [0.566, 1.950, 4.556], [1.538, 2.254, -1.306], [0.306, 1.552, -1.527], [1.952, 2.604, -2.254], [2.253, 1.607, -0.794], [1.324, 3.120, -0.679], [0.505, 0.882, -2.196]], "mulliken_charge": [1.680, -0.230, 0.413, -0.507, -1.435, 0.927, 0.390, -0.044, -0.246, -0.785, -0.478, -0.894, -0.217, 0.796, -1.041, -0.588, -1.044, 0.087, 0.178, 0.279, 0.250, 0.376, 0.421, 0.420, 0.411, 0.652, 0.676, 0.473, 0.467, 0.255, -0.555, -0.549, 0.523, -0.603, -0.825, 0.270, 0.320, 0.405, 0.297, -0.713, 0.899, -0.300, 0.064, -0.451, -0.890, -0.486, -0.305, 0.066, 1.038, -0.594, -0.599, 0.545, 0.431, 0.508, 0.699, -0.744, -0.186, 0.353, 0.236, 0.209, 0.292], "homo_ev": -11.2, "total_charge": 1, "homo_lumo_gap_ev": 6.885}

---

Entry 4:
{"formula": "C6H25NO7", "method": "ωB97M-V/def2-TZVPD", "symbols": ["C", "C", "C", "C", "C", "C", "N", "H", "H", "H", "H", "H", "H", "H", "H", "H", "H", "H", "O", "H", "H", "O", "H", "H", "O", "H", "H", "O", "H", "H", "O", "H", "H", "O", "H", "H", "O", "H", "H"], "coordinates": [[-3.128, 0.042, 2.364], [-1.881, -0.080, 2.848], [-0.879, 0.971, 3.256], [0.144, 1.479, 2.230], [1.163, 2.450, 2.681], [0.181, 0.916, 1.010], [0.974, 1.213, -0.088], [-3.627, -0.906, 2.118], [-3.764, 0.896, 2.205], [-1.591, -1.145, 2.855], [-1.386, 1.764, 3.767], [-0.221, 0.598, 4.069], [2.076, 2.422, 2.005], [0.894, 3.495, 2.629], [1.595, 2.034, 3.588], [-0.695, 0.332, 0.693], [1.253, 0.466, -0.759], [1.833, 1.670, 0.181], [-3.133, -1.163, -1.863], [-2.668, -0.988, -2.711], [-3.885, -0.717, -1.488], [0.761, -1.672, 1.225], [0.076, -2.175, 1.714], [1.090, -1.251, 2.045], [-1.503, -0.834, -4.106], [-1.632, 0.122, -4.250], [-0.731, -0.826, -3.467], [1.664, 0.444, -3.002], [1.404, 1.372, -3.097], [2.618, 0.379, -3.160], [2.031, -1.773, -1.821], [2.046, -1.713, -0.855], [1.094, -2.070, -1.894], [-0.589, -1.981, -2.035], [-1.097, -1.614, -1.292], [-1.169, -2.652, -2.416], [3.896, 0.345, -1.576], [2.958, 0.702, -1.678], [3.829, -0.552, -1.925]], "mulliken_charge": [-0.894, -0.092, -0.712, 0.459, -1.447, -0.088, -0.463, 0.245, 0.313, 0.170, 0.493, 0.332, 0.342, 0.285, 0.347, 0.303, 0.189, 0.271, -0.638, 0.386, 0.269, -0.570, 0.259, 0.308, -0.742, 0.316, 0.395, -0.601, 0.324, 0.298, -0.668, 0.284, 0.375, -0.691, 0.301, 0.337, -0.672, 0.325, 0.351], "homo_ev": -7.8, "homo_lumo_gap_ev": 8.160}

---

Entry 5:
{"formula": "C6H10N5", "method": "ωB97M-V/def2-TZVPD", "symbols": ["C", "C", "C", "C", "C", "C", "N", "N", "N", "N", "N", "H", "H", "H", "H", "H", "H", "H", "H", "H", "H"], "coordinates": [[3.090, 0.908, 0.126], [2.537, -0.303, -0.064], [0.834, 1.246, 0.269], [0.140, -1.054, -0.044], [-1.197, -0.741, -0.246], [-3.741, 0.107, 0.361], [1.123, -0.146, 0.036], [2.078, 1.872, 0.172], [-1.583, 0.449, -0.627], [3.092, -1.488, -0.267], [-2.784, 0.893, -0.394], [4.124, 1.309, -0.008], [0.323, -2.129, 0.132], [-1.986, -1.494, -0.057], [-3.733, -0.930, 0.017], [-3.510, 0.033, 1.376], [-4.678, 0.625, 0.314], [2.269, 2.820, 0.683], [4.030, -1.540, 0.030], [2.664, -2.172, -0.973], [-3.091, 1.736, -0.835]], "mulliken_charge": [-0.380, 0.233, -0.589, -0.101, -0.046, -0.864, 0.176, -0.018, -0.232, -0.436, 0.046, 0.369, 0.359, 0.296, 0.327, 0.410, 0.321, 0.351, 0.224, 0.241, 0.313], "homo_ev": [-11.6, -11.6], "total_charge": 1, "homo_lumo_gap_ev": [6.402, 6.403]}